i | Here is a single C15H18N4O4 molecule from OMol25. Energies are from ωB97M-V/def2-TZVPD.

CARTESIAN COORDINATES (ANGSTROEM)
N -1.53476 -2.19739 -4.10090
C -0.81086 -1.49758 -3.14467
O -1.28447 -1.07727 -1.99449
C 0.72172 -1.33524 -3.42744
C 1.75394 -1.93337 -2.27275
N 1.36941 -1.22148 -0.95393
C 1.74556 -1.47861 0.33939
O 2.73345 -2.20030 0.56248
C 0.82656 -0.74340 1.29002
N 0.73336 -1.31094 2.64965
C 1.26441 0.79124 1.24617
C 0.22518 1.57768 2.02350
C 0.46270 2.05314 3.31967
N -0.76883 2.57233 3.70942
C -1.70850 2.57975 2.73066
C -2.98489 3.07267 2.54832
C -3.68248 3.00095 1.31275
C -3.25051 2.04997 0.40209
C -1.92026 1.46913 0.61578
C -1.09911 1.87038 1.67740
C 3.17839 -1.68746 -2.75542
O 3.50685 -1.25393 -3.83242
O 4.02068 -2.00932 -1.84542
H -1.05033 -2.80142 -4.81038
H -2.49630 -2.76301 -3.95852
H 0.89696 -0.33298 -3.62786
H 1.13425 -1.75525 -4.31315
H 1.52493 -2.92695 -2.09256
H 0.59540 -0.52326 -1.11636
H -0.15659 -0.92586 0.84832
H 1.69547 -1.61396 2.86622
H -0.00926 -2.19393 2.90364
H 2.32889 0.88925 1.52878
H 1.14555 0.99800 0.20981
H 1.45287 2.30927 3.87945
H -0.70208 3.44039 4.49511
H -3.47893 3.59394 3.39953
H -4.64403 3.37168 1.13758
H -3.77264 1.82916 -0.44170
H -1.65918 0.57097 0.00527
H 3.69744 -2.25701 -1.01305

Computed properties:
Kohn-Sham gap: 7.9421 eV
Structure (SMILES): NC(=O)C[C@H](NC(=O)[C@@H](N)Cc1c[nH]c2ccccc12)C(=O)O

Atomic partial charges in e from the Löwdin method, atoms 1 to 5: atom 1 (N): 0.104, atom 2 (C): -0.403, atom 3 (O): -0.051, atom 4 (C): -0.021, atom 5 (C): -0.076

ii | Here is a single C15H18N4O4 molecule from OMol25. Energies are from ωB97M-V/def2-TZVPD.

CARTESIAN COORDINATES (ANGSTROEM)
N -2.04940 -3.63693 -1.62574
C -1.11645 -2.56509 -1.03071
C -0.86137 -1.41403 -2.02573
C 0.59332 -1.09287 -2.34560
C 1.93469 -1.42849 -2.09321
N 2.66411 -0.37973 -2.60709
C 1.75522 0.41234 -3.14104
N 0.47843 0.08052 -3.06866
C -1.88751 -1.99120 0.23090
O -3.12291 -2.15625 0.52157
N -1.28526 -1.03099 1.09085
C 0.15231 -0.77781 1.33473
C 0.38657 0.35774 2.37055
C 0.07739 1.66570 1.75959
C 0.29346 1.92513 0.39880
C 0.16544 3.30007 -0.17016
C -0.09953 4.26731 0.79378
O -0.09890 5.56148 0.31204
C -0.40470 4.09263 2.18151
C -0.24889 2.75567 2.66654
C 0.97185 -1.94956 1.70371
O 2.13149 -1.90901 2.09294
O 0.41275 -3.13504 1.59775
H -2.23970 -4.23097 -0.81454
H -2.94061 -3.09620 -1.60463
H -0.24773 -3.09327 -0.65884
H -1.39734 -1.50983 -3.00814
H -1.20551 -0.35761 -1.77177
H 2.29152 -2.37443 -1.78460
H 3.65718 -0.32495 -2.87262
H 2.01123 1.28223 -3.72924
H -2.03640 -0.85664 1.75427
H 0.53917 -0.52799 0.46662
H -0.42476 0.14251 3.12288
H 1.39886 0.23516 2.73467
H 0.56664 0.96674 -0.10124
H 0.04206 3.56961 -1.24122
H -0.93888 5.50854 -0.18001
H -0.57205 4.93565 2.85028
H -0.46635 2.46204 3.70326
H 1.12057 -3.68216 2.18754

Computed properties:
Kohn-Sham gap: 9.3659 eV
Structure (SMILES): N[C@@H](Cc1c[nH]cn1)C(=O)N[C@@H](Cc1ccc(O)cc1)C(=O)O

Atomic partial charges in e from the Löwdin method, atoms 1 to 5: atom 1 (N): 0.035, atom 2 (C): -0.257, atom 3 (C): -0.103, atom 4 (C): -0.288, atom 5 (C): -0.051

Pick the most stable structure from those above. Pick: i